Entry 1:
Density functional theory data (ωB97M-V/def2-TZVPD) for C40H27MnN7O6S3 as an isolated structure.

Atoms and positions in Å:
Mn (1.17, -0.04, -0.18)
O (0.04, 4.06, -0.21)
C (0.49, 2.99, 0.24)
N (1.22, 2.07, -0.39)
C (1.97, 2.46, -1.52)
C (2.23, 3.78, -1.89)
C (3.08, 4.09, -2.94)
C (3.69, 3.07, -3.66)
C (3.45, 1.74, -3.32)
C (2.60, 1.42, -2.26)
N (2.36, 0.13, -1.79)
C (2.79, -0.97, -2.40)
O (3.37, -1.12, -3.48)
C (2.50, -2.21, -1.56)
C (2.86, -3.46, -2.05)
C (2.60, -4.57, -1.27)
C (2.00, -4.40, -0.03)
C (1.68, -3.12, 0.39)
N (1.92, -2.05, -0.36)
C (0.10, 2.72, 1.70)
C (-1.16, 3.11, 2.12)
C (-1.52, 2.92, 3.44)
C (-0.59, 2.37, 4.31)
C (0.66, 2.05, 3.81)
N (1.00, 2.21, 2.53)
H (1.74, 4.57, -1.34)
H (3.26, 5.13, -3.19)
H (4.35, 3.30, -4.49)
H (3.90, 0.94, -3.87)
H (3.30, -3.51, -3.03)
H (2.85, -5.57, -1.63)
H (1.77, -5.24, 0.61)
H (1.18, -2.95, 1.33)
H (-1.84, 3.54, 1.40)
H (-2.51, 3.18, 3.79)
H (-0.82, 2.18, 5.35)
H (1.42, 1.62, 4.45)
O (-1.75, -2.26, 1.58)
S (-1.46, -0.87, 1.86)
O (-1.85, -0.40, 3.17)
N (0.10, -0.54, 1.55)
C (0.96, -0.86, 2.58)
C (0.70, -1.57, 3.75)
C (1.71, -1.81, 4.70)
C (3.00, -1.38, 4.54)
C (3.33, -0.69, 3.34)
C (4.63, -0.24, 3.04)
C (4.88, 0.40, 1.86)
C (3.82, 0.58, 0.94)
N (2.61, 0.15, 1.20)
C (2.33, -0.46, 2.38)
C (-2.46, 0.11, 0.76)
C (-2.04, 1.09, -0.12)
C (-2.98, 1.86, -0.79)
C (-4.34, 1.62, -0.62)
C (-4.76, 0.60, 0.23)
C (-3.82, -0.15, 0.92)
H (-0.29, -1.94, 3.94)
H (1.43, -2.35, 5.60)
H (3.76, -1.56, 5.28)
H (5.42, -0.41, 3.76)
H (5.87, 0.76, 1.61)
H (3.97, 1.07, -0.01)
H (-1.00, 1.28, -0.28)
H (-2.63, 2.65, -1.44)
H (-5.07, 2.22, -1.15)
H (-5.81, 0.39, 0.35)
H (-4.14, -0.94, 1.59)
O (-3.88, -4.57, -2.38)
S (-3.80, -3.37, -1.56)
O (-4.50, -3.39, -0.31)
N (-2.24, -2.91, -1.39)
C (-1.99, -1.77, -1.99)
S (-0.49, -1.00, -2.12)
C (-3.19, -1.19, -2.70)
C (-3.27, -0.03, -3.46)
C (-4.49, 0.30, -4.02)
C (-5.62, -0.50, -3.82)
C (-5.54, -1.66, -3.07)
C (-4.31, -1.98, -2.53)
H (-2.38, 0.57, -3.60)
H (-4.58, 1.21, -4.62)
H (-6.56, -0.21, -4.27)
H (-6.40, -2.30, -2.92)

Properties
Expectation value of S²: 0.81
E_HOMO (spin up / spin down): -1.9 / -1.8 eV
Net charge: -2
Energy above the lowest of the compared OMol25 structures with the same formula, charge and spin: 91.4 kJ/mol
Kohn-Sham gap (spin up / spin down): 6.21 / 6.11 eV
Maximum force: 0.7 eV Å⁻¹
Multiplicity: 2

Mulliken atomic charge list, values in e, 2 entries: number 1, Mn, carries -0.18; number 2, O, carries -0.79

***

Entry 2:
Density functional theory data (ωB97M-V/def2-TZVPD) for C40H28CeN2OP2S2 as an isolated structure at a distorted geometry.

Atoms and positions in Å:
Ce (0.00, -0.03, 0.15)
S (-2.49, 0.78, 0.91)
C (-1.47, 1.51, 2.15)
S (0.10, 2.14, 1.69)
C (-1.88, 1.56, 3.46)
C (-3.16, 1.09, 3.86)
N (-4.18, 0.69, 4.19)
C (-0.98, 2.01, 4.47)
N (-0.22, 2.31, 5.28)
O (2.51, -0.10, 1.82)
C (2.93, 1.03, 1.16)
C (3.28, 2.24, 1.74)
C (3.57, 3.32, 0.91)
C (3.47, 3.22, -0.47)
C (3.12, 2.01, -1.04)
C (2.89, 0.89, -0.24)
P (2.60, -0.84, -0.82)
C (4.30, -1.47, -0.93)
C (5.42, -0.64, -0.91)
C (6.69, -1.18, -1.06)
C (6.85, -2.55, -1.21)
C (5.74, -3.39, -1.22)
C (4.47, -2.85, -1.07)
C (2.13, -0.59, -2.58)
C (3.00, -0.13, -3.56)
C (2.55, 0.10, -4.85)
C (1.22, -0.13, -5.18)
C (0.35, -0.64, -4.23)
C (0.81, -0.87, -2.94)
C (2.49, -0.23, 3.20)
C (3.46, 0.23, 4.06)
C (3.34, -0.01, 5.42)
C (2.26, -0.71, 5.92)
C (1.30, -1.22, 5.05)
C (1.42, -1.00, 3.69)
P (0.30, -1.73, 2.46)
C (1.29, -3.14, 1.82)
C (2.45, -3.62, 2.42)
C (3.06, -4.76, 1.91)
C (2.51, -5.43, 0.83)
C (1.35, -4.96, 0.23)
C (0.75, -3.81, 0.72)
C (-1.02, -2.58, 3.37)
C (-2.30, -2.02, 3.34)
C (-3.34, -2.63, 4.02)
C (-3.11, -3.82, 4.71)
C (-1.84, -4.38, 4.73)
C (-0.79, -3.77, 4.06)
H (3.26, 2.38, 2.81)
H (3.84, 4.27, 1.36)
H (3.66, 4.08, -1.09)
H (3.04, 1.93, -2.12)
H (5.31, 0.43, -0.79)
H (7.55, -0.53, -1.05)
H (7.84, -2.97, -1.32)
H (5.86, -4.46, -1.33)
H (3.60, -3.50, -1.07)
H (4.05, 0.04, -3.31)
H (3.24, 0.46, -5.60)
H (0.87, 0.06, -6.18)
H (-0.67, -0.88, -4.50)
H (0.14, -1.37, -2.23)
H (4.33, 0.77, 3.69)
H (4.10, 0.36, 6.09)
H (2.16, -0.88, 6.99)
H (0.46, -1.79, 5.43)
H (2.88, -3.11, 3.27)
H (3.97, -5.13, 2.37)
H (2.98, -6.33, 0.46)
H (0.92, -5.48, -0.61)
H (-0.17, -3.45, 0.28)
H (-2.48, -1.12, 2.79)
H (-4.32, -2.18, 4.02)
H (-3.92, -4.30, 5.24)
H (-1.66, -5.31, 5.26)
H (0.20, -4.21, 4.08)

Properties
Expectation value of S²: 0.75
E_HOMO (spin up / spin down): -10.6 / -10.6 eV
Net charge: +1
Kohn-Sham gap (spin up / spin down): 7.31 / 7.35 eV
Maximum force: 1.4 eV Å⁻¹
Multiplicity: 2

Mulliken atomic charge list, values in e, 2 entries: number 1, Ce, carries 0.70; number 2, S, carries -0.43

***

Entry 3:
Density functional theory data (ωB97M-V/def2-TZVPD) for C40H28NO8P2PtS2 as an isolated structure.

Atoms and positions in Å:
Pt (-1.09, 0.97, -0.92)
S (-2.42, 2.27, 0.26)
P (-0.44, 0.59, 2.19)
C (-0.53, -0.11, 0.62)
P (-1.24, -1.88, 0.57)
S (-0.31, -3.15, -0.55)
C (-2.94, -1.48, 0.06)
C (-3.31, -1.86, -1.22)
C (-4.55, -1.48, -1.73)
C (-5.41, -0.73, -0.95)
C (-5.03, -0.34, 0.33)
C (-3.80, -0.70, 0.83)
C (-1.33, -2.58, 2.26)
C (-2.47, -2.56, 3.05)
C (-2.47, -3.17, 4.30)
C (-1.34, -3.81, 4.76)
C (-0.21, -3.87, 3.96)
C (-0.21, -3.27, 2.72)
C (0.66, -0.38, 3.28)
C (1.79, -1.02, 2.76)
C (2.68, -1.65, 3.61)
C (2.44, -1.66, 4.98)
C (1.32, -1.03, 5.50)
C (0.43, -0.38, 4.65)
C (0.40, 2.20, 2.32)
C (-0.33, 3.34, 2.62)
C (0.32, 4.56, 2.78)
C (1.70, 4.63, 2.68)
C (2.44, 3.48, 2.41)
C (1.79, 2.27, 2.23)
H (-2.61, -2.43, -1.83)
H (-4.82, -1.76, -2.74)
H (-6.37, -0.42, -1.35)
H (-5.69, 0.28, 0.93)
H (-3.49, -0.32, 1.79)
H (-3.38, -2.10, 2.70)
H (-3.38, -3.15, 4.90)
H (-1.34, -4.28, 5.74)
H (0.67, -4.40, 4.30)
H (0.65, -3.36, 2.07)
H (1.98, -1.01, 1.69)
H (3.55, -2.15, 3.21)
H (3.13, -2.17, 5.65)
H (1.13, -1.04, 6.56)
H (-0.44, 0.11, 5.05)
H (-1.41, 3.29, 2.69)
H (-0.26, 5.45, 2.97)
H (2.20, 5.58, 2.80)
H (3.51, 3.54, 2.32)
H (2.38, 1.39, 2.00)
O (0.71, 7.46, -2.27)
C (1.49, 6.55, -2.59)
O (2.61, 6.56, -3.12)
C (0.99, 5.14, -2.24)
C (1.41, 4.51, -1.07)
C (0.94, 3.26, -0.75)
N (0.08, 2.61, -1.53)
C (-0.34, 3.19, -2.66)
C (0.10, 4.43, -3.05)
C (-1.40, 2.42, -3.43)
O (-1.62, 2.62, -4.60)
O (-2.00, 1.55, -2.69)
H (2.10, 5.01, -0.41)
H (1.27, 2.74, 0.13)
H (-0.27, 4.84, -3.98)
O (-0.36, -0.47, -2.20)
C (0.93, -0.57, -2.30)
O (1.75, -0.11, -1.51)
C (1.34, -1.35, -3.52)
C (0.92, -0.94, -4.77)
C (1.28, -1.65, -5.92)
C (2.03, -2.78, -5.74)
O (2.51, -3.66, -6.69)
C (3.06, -4.75, -5.95)
O (3.20, -4.34, -4.60)
C (2.44, -3.19, -4.48)
C (2.12, -2.50, -3.35)
H (0.31, -0.05, -4.86)
H (0.97, -1.33, -6.91)
H (4.04, -5.00, -6.36)
H (2.37, -5.60, -6.01)
H (2.45, -2.81, -2.36)

Properties
E_HOMO (spin up / spin down): -5.5 / -5.5 eV
Net charge: -1
Energy above the lowest of the compared OMol25 structures with the same formula, charge and spin: 433.7 kJ/mol
Kohn-Sham gap (spin up / spin down): 5.12 / 5.17 eV
Maximum force: 1.0 eV Å⁻¹

Mulliken atomic charge list, values in e, 2 entries: number 1, Pt, carries 1.57; number 2, S, carries -0.44

***

Entry 4:
Density functional theory data (ωB97M-V/def2-TZVPD) for C40H29ClInN9O5 as an isolated structure at a distorted geometry.

Atoms and positions in Å:
In (-0.51, -0.14, -0.17)
O (5.78, -0.27, 0.25)
C (5.39, 0.05, 1.46)
O (6.18, 0.32, 2.34)
C (3.93, 0.06, 1.74)
C (3.39, 0.34, 2.99)
Cl (4.21, 0.84, 4.39)
N (2.04, 0.23, 2.90)
N (1.68, -0.09, 1.66)
C (2.78, -0.21, 0.94)
C (2.67, -0.62, -0.51)
O (3.73, -0.76, -1.14)
O (1.54, -0.84, -0.98)
C (1.06, 0.33, 3.91)
C (1.34, -0.06, 5.21)
C (0.36, 0.05, 6.18)
C (-0.90, 0.51, 5.85)
C (-1.19, 0.86, 4.54)
C (-0.21, 0.78, 3.56)
H (4.98, -0.46, -0.39)
H (2.31, -0.46, 5.46)
H (0.59, -0.24, 7.20)
H (-1.66, 0.58, 6.61)
H (-2.19, 1.18, 4.28)
H (-0.44, 1.03, 2.54)
C (-0.54, 2.19, -0.29)
H (-1.54, 2.53, -0.05)
H (0.20, 2.68, 0.34)
N (-0.57, -1.83, -3.05)
C (-1.72, -2.13, -2.40)
O (-2.09, -1.44, -1.40)
C (-2.48, -3.23, -2.89)
C (-1.93, -4.08, -3.83)
N (-1.44, -4.79, -4.61)
C (-3.74, -3.54, -2.40)
N (-4.81, -3.82, -2.06)
H (-0.19, -2.48, -3.72)
H (0.04, -1.16, -2.60)
N (-1.07, -1.40, 1.53)
C (-0.83, -2.59, 1.81)
C (0.07, -3.58, 1.16)
C (0.83, -4.45, 1.94)
C (1.63, -5.41, 1.35)
C (1.67, -5.53, -0.03)
C (0.91, -4.68, -0.82)
C (0.13, -3.70, -0.22)
C (-1.53, -3.21, 2.99)
C (-2.28, -4.37, 2.82)
C (-2.95, -4.93, 3.89)
C (-2.88, -4.34, 5.14)
C (-2.14, -3.19, 5.31)
C (-1.47, -2.63, 4.24)
H (0.80, -4.36, 3.02)
H (2.21, -6.07, 1.97)
H (2.28, -6.30, -0.48)
H (0.92, -4.79, -1.89)
H (-0.47, -3.05, -0.82)
H (-2.34, -4.84, 1.84)
H (-3.54, -5.83, 3.75)
H (-3.42, -4.78, 5.98)
H (-2.07, -2.73, 6.29)
H (-0.89, -1.73, 4.37)
C (-2.64, 2.38, -3.18)
C (-1.90, 1.19, -3.00)
N (-0.75, 1.12, -2.41)
C (-0.22, 2.31, -1.76)
C (-0.77, 3.62, -2.29)
C (-2.05, 3.57, -2.86)
C (-0.13, 4.85, -2.23)
C (1.15, 5.30, -1.92)
C (2.38, 4.65, -1.71)
C (3.52, 5.43, -1.37)
C (4.72, 4.79, -1.22)
N (4.86, 3.46, -1.37)
C (3.74, 2.82, -1.67)
N (2.55, 3.32, -1.87)
H (-3.60, 2.33, -3.67)
H (-2.29, 0.26, -3.42)
H (0.87, 2.29, -1.87)
H (-2.55, 4.50, -3.11)
H (-0.79, 5.68, -2.49)
H (1.24, 6.38, -1.87)
H (3.44, 6.50, -1.24)
H (5.63, 5.33, -0.99)
H (3.82, 1.74, -1.79)

Properties
E_HOMO: -1.5 eV
Net charge: -2
Energy above the lowest of the compared OMol25 structures with the same formula, charge and spin: 192.5 kJ/mol
Kohn-Sham gap: 5.28 eV
Maximum force: 1.5 eV Å⁻¹

Mulliken atomic charge list, values in e, 2 entries: number 1, In, carries 1.31; number 2, O, carries -0.59

***

Entry 5:
Density functional theory data (ωB97M-V/def2-TZVPD) for C40H29CsF5NO4P2S as an isolated structure.

Atoms and positions in Å:
Cs (-2.18, 2.20, 0.27)
O (-5.90, -0.81, 1.67)
C (-4.78, -0.29, 1.55)
O (-4.16, 0.00, 0.49)
C (-4.01, -0.03, 2.87)
C (-4.54, -0.47, 4.08)
C (-3.78, -0.30, 5.23)
C (-2.53, 0.28, 5.14)
C (-2.08, 0.70, 3.89)
N (-2.84, 0.59, 2.80)
C (-0.66, 1.28, 3.74)
O (0.15, 0.94, 4.63)
O (-0.43, 1.99, 2.73)
H (-5.50, -0.96, 4.07)
H (-4.16, -0.64, 6.19)
H (-1.86, 0.38, 5.99)
C (-0.54, -0.97, -1.82)
C (-1.27, -1.85, -0.79)
P (-1.01, -1.25, 0.94)
C (-2.02, -2.44, 1.90)
C (-1.63, -2.74, 3.21)
C (-2.42, -3.55, 4.02)
C (-3.61, -4.08, 3.53)
C (-4.01, -3.77, 2.24)
C (-3.22, -2.96, 1.43)
C (0.66, -1.88, 1.40)
C (1.48, -1.02, 2.14)
C (2.75, -1.43, 2.54)
C (3.22, -2.68, 2.20)
C (2.41, -3.55, 1.48)
C (1.14, -3.16, 1.09)
C (0.96, -1.25, -1.87)
P (1.92, -0.07, -2.90)
C (1.71, 1.49, -1.97)
C (1.80, 2.68, -2.69)
C (1.61, 3.90, -2.07)
C (1.33, 3.96, -0.72)
C (1.25, 2.79, 0.02)
C (1.42, 1.56, -0.60)
C (3.62, -0.59, -2.37)
C (3.99, -0.73, -1.03)
C (5.27, -1.14, -0.70)
C (6.21, -1.41, -1.69)
C (5.85, -1.27, -3.03)
C (4.56, -0.86, -3.36)
H (-0.72, 0.08, -1.56)
H (-0.98, -1.11, -2.81)
H (-1.03, -2.91, -0.93)
H (-2.35, -1.73, -0.94)
H (-0.72, -2.31, 3.62)
H (-2.11, -3.75, 5.04)
H (-4.23, -4.69, 4.16)
H (-4.96, -4.13, 1.86)
H (-3.59, -2.69, 0.45)
H (1.11, -0.04, 2.42)
H (3.36, -0.75, 3.13)
H (4.21, -3.00, 2.51)
H (2.77, -4.54, 1.22)
H (0.51, -3.85, 0.54)
H (1.13, -2.25, -2.29)
H (1.37, -1.28, -0.86)
H (1.99, 2.63, -3.76)
H (1.64, 4.82, -2.66)
H (1.14, 4.92, -0.25)
H (1.00, 2.81, 1.08)
H (1.31, 0.67, 0.00)
H (3.28, -0.53, -0.24)
H (5.54, -1.25, 0.35)
H (7.21, -1.73, -1.43)
H (6.57, -1.47, -3.81)
H (4.28, -0.75, -4.40)
F (0.04, 3.62, -7.16)
C (-0.46, 3.97, -5.96)
C (-0.74, 3.02, -5.00)
F (-0.49, 1.72, -5.26)
C (-1.25, 3.40, -3.77)
F (-1.47, 2.40, -2.89)
C (-1.53, 4.73, -3.42)
S (-2.17, 5.20, -1.89)
C (-1.23, 5.65, -4.43)
F (-1.45, 6.96, -4.23)
C (-0.71, 5.30, -5.66)
F (-0.45, 6.24, -6.59)

Properties
E_HOMO: -2.4 eV
Net charge: -2
Energy above the lowest of the compared OMol25 structures with the same formula, charge and spin: 0.4 kJ/mol
Kohn-Sham gap: 6.26 eV
Maximum force: 0.2 eV Å⁻¹

Mulliken atomic charge list, values in e, 2 entries: number 1, Cs, carries 1.50; number 2, O, carries -0.84

***

Entry 6:
Density functional theory data (ωB97M-V/def2-TZVPD) for a 3-piece molecular cluster, C40H30N2O7 overall at a distorted geometry.

Atoms and positions in Å:
C (-0.70, -5.88, -2.16)
C (-1.24, -4.52, -2.78)
C (-2.82, -4.56, -2.82)
N (-3.37, -3.33, -3.51)
C (-3.57, -2.35, -2.45)
C (-2.49, -1.40, -2.14)
C (-2.66, -0.44, -1.05)
C (-1.48, 0.52, -0.75)
C (-3.92, -0.40, -0.30)
O (-4.13, 0.52, 0.72)
C (-4.94, -1.35, -0.66)
C (-4.82, -2.34, -1.73)
C (-6.10, -3.21, -1.88)
O (-6.34, -4.02, -2.73)
N (-6.90, -2.77, -0.77)
C (-6.36, -1.61, -0.09)
O (-7.01, -1.05, 0.75)
H (-0.68, -6.64, -2.99)
H (-1.36, -6.18, -1.32)
H (0.34, -5.70, -1.77)
H (-0.91, -3.71, -2.07)
H (-0.80, -4.29, -3.79)
H (-3.22, -5.51, -3.24)
H (-3.14, -4.49, -1.75)
H (-2.61, -2.94, -4.07)
H (-1.56, -1.46, -2.75)
H (-0.91, 0.70, -1.70)
H (-0.73, 0.07, -0.04)
H (-1.84, 1.46, -0.28)
H (-3.76, 0.10, 1.52)
H (-7.85, -2.50, -1.06)
O (6.02, 4.80, -2.32)
C (4.99, 4.20, -2.57)
C (5.02, 2.76, -2.92)
C (6.24, 2.08, -2.94)
C (6.27, 0.73, -3.23)
C (5.09, 0.04, -3.49)
C (3.88, 0.71, -3.48)
C (3.84, 2.07, -3.20)
C (2.54, 2.78, -3.22)
O (1.51, 2.20, -3.52)
C (2.50, 4.22, -2.85)
C (1.28, 4.89, -2.83)
C (1.24, 6.23, -2.45)
C (2.41, 6.90, -2.10)
C (3.62, 6.23, -2.14)
C (3.68, 4.90, -2.52)
H (7.16, 2.61, -2.73)
H (7.22, 0.20, -3.24)
H (5.12, -1.03, -3.70)
H (2.96, 0.17, -3.69)
H (0.37, 4.37, -3.10)
H (0.29, 6.75, -2.43)
H (2.37, 7.94, -1.80)
H (4.53, 6.76, -1.87)
O (2.52, -0.24, 6.43)
C (1.52, -0.21, 5.75)
C (1.06, 1.06, 5.14)
C (1.80, 2.22, 5.33)
C (1.40, 3.41, 4.73)
C (0.26, 3.44, 3.93)
C (-0.49, 2.29, 3.75)
C (-0.10, 1.10, 4.36)
C (-0.92, -0.12, 4.17)
O (-1.96, -0.08, 3.53)
C (-0.45, -1.40, 4.76)
C (-1.19, -2.56, 4.57)
C (-0.75, -3.76, 5.09)
C (0.44, -3.81, 5.81)
C (1.18, -2.66, 6.02)
C (0.73, -1.45, 5.51)
H (2.69, 2.20, 5.95)
H (1.98, 4.31, 4.88)
H (-0.04, 4.36, 3.45)
H (-1.38, 2.32, 3.13)
H (-2.12, -2.53, 4.00)
H (-1.33, -4.67, 4.93)
H (0.79, -4.76, 6.21)
H (2.10, -2.70, 6.59)

Properties
E_HOMO: -8.7 eV
Net charge: 0
Energy above the lowest of the compared OMol25 structures with the same formula, charge and spin: 0.0 kJ/mol
Kohn-Sham gap: 7.43 eV
Maximum force: 3.4 eV Å⁻¹
SMILES string: CCCNc1cc(C)c(O)c2c1C(=O)NC2=O.O=C1c2ccccc2C(=O)c2ccccc21.O=C1c2ccccc2C(=O)c2ccccc21

Mulliken atomic charge list, values in e, 2 entries: number 1, C, carries -1.16; number 2, C, carries -0.30